<A>
C7H12 | wB97M-V/def2-TZVPD

Positions of all 19 atoms, in Å:
C: 0.504 -1.994 0.475
C: -0.578 -1.602 -0.548
C: -1.186 -0.248 -0.348
C: -2.471 -0.037 -0.052
C: 1.726 2.294 0.032
C: 0.893 1.179 -0.502
C: -0.310 0.895 0.003
H: 0.212 -2.778 1.169
H: 1.477 -2.232 0.053
H: 0.691 -1.102 1.079
H: -1.336 -2.385 -0.463
H: -0.245 -1.705 -1.587
H: -3.204 -0.800 -0.282
H: -2.765 0.739 0.640
H: 2.064 2.995 -0.737
H: 2.631 1.959 0.546
H: 1.182 2.911 0.751
H: 1.382 0.349 -1.007
H: -0.666 1.564 0.780

Computed properties:
Charge: 0
SMILES: C=C(/C=C/C)CC
Orbital gap, eV: 9.632
HOMO energy, eV: -8.506


<B>
C7H12 | wB97M-V/def2-TZVPD

Positions of all 19 atoms, in Å:
C: 1.427 0.122 -1.777
C: 0.286 -0.635 -1.109
C: 0.541 -0.881 0.436
C: -0.824 -0.616 1.194
C: -0.680 0.148 2.501
C: -1.438 0.105 0.047
C: -1.092 0.051 -1.126
H: 1.594 1.090 -1.290
H: 2.354 -0.460 -1.700
H: 1.220 0.303 -2.836
H: 0.153 -1.594 -1.624
H: 0.949 -1.877 0.649
H: 1.279 -0.150 0.794
H: -1.356 -1.559 1.367
H: -0.126 1.080 2.346
H: -0.144 -0.456 3.240
H: -1.663 0.400 2.913
H: -1.386 2.317 -1.705
H: -1.094 2.613 -2.320

Computed properties:
Charge: 0
SMILES: C[C@@H]1C#C[C@H](C)C1.[H][H]
Orbital gap, eV: 8.838
HOMO energy, eV: -9.100


<C>
C7H12 | wB97M-V/def2-TZVPD

Positions of all 19 atoms, in Å:
C: -0.025 -1.101 -0.155
C: 1.481 -1.189 -0.129
C: 1.861 0.203 0.170
C: 0.792 1.345 -0.107
C: -0.522 1.490 -0.174
C: -1.734 0.495 -0.066
C: -1.693 -1.148 0.139
H: -0.039 -0.304 0.589
H: -0.004 -0.620 -1.036
H: 1.700 -2.139 0.554
H: 1.837 -1.421 -1.179
H: 2.960 0.555 -0.445
H: 2.090 0.470 1.313
H: 1.301 2.287 0.042
H: -0.897 2.469 0.065
H: -2.132 0.930 0.802
H: -2.640 0.683 -0.823
H: -2.052 -1.338 1.159
H: -2.284 -1.667 -0.718

Computed properties:
Charge: 0
SMILES: C1=CCCCCC1
Orbital gap, eV: 10.020
HOMO energy, eV: -9.004


In order of decreasing stability: <A>, <B>, <C>.


<A>
C7H12 | wB97M-V/def2-TZVPD

Positions of all 19 atoms, in Å:
C: 2.548 0.399 -0.726
C: 1.291 -0.512 -0.692
C: 0.138 -0.284 0.698
C: -0.602 1.081 0.786
C: -1.937 0.320 0.849
C: -2.117 -0.463 -0.403
C: -1.207 -1.013 0.674
H: 3.029 0.384 -1.720
H: 3.338 0.117 -0.011
H: 2.284 1.441 -0.522
H: 0.626 -0.302 -1.505
H: 1.637 -1.567 -0.769
H: 1.122 -0.602 0.944
H: -0.493 1.662 -0.139
H: -0.422 1.748 1.637
H: -2.758 0.533 1.533
H: -3.067 -0.982 -0.513
H: -1.705 -0.077 -1.335
H: -1.471 -1.960 1.142

Computed properties:
Charge: 0
SMILES: CC[C@H]1C[C@H]2C[C@@H]12
Orbital gap, eV: 9.561
HOMO energy, eV: -8.365


<B>
C7H12 | wB97M-V/def2-TZVPD

Positions of all 19 atoms, in Å:
C: -1.081 -0.670 1.972
C: 0.226 -0.105 1.420
C: 0.635 -0.563 -0.054
C: 1.173 -1.733 -0.435
C: 0.990 0.608 -2.194
C: 0.186 0.437 -1.096
C: -0.866 1.510 -0.749
H: -1.418 -0.231 2.962
H: -1.237 -1.691 1.916
H: -2.120 -0.283 1.389
H: 0.498 0.956 1.501
H: 1.109 -0.753 2.050
H: 1.190 -2.571 0.269
H: 1.223 -1.955 -1.563
H: 1.889 0.055 -2.390
H: 0.746 1.378 -2.926
H: -1.365 1.510 0.159
H: -0.248 2.455 -0.645
H: -1.528 1.645 -1.587

Computed properties:
Charge: 0
SMILES: C=C(C)C(=C)CC
Orbital gap, eV: 9.388
HOMO energy, eV: -8.481


<C>
C7H12 | wB97M-V/def2-TZVPD

Positions of all 19 atoms, in Å:
C: -2.614 -0.451 0.004
C: -1.651 -0.545 -1.142
C: -1.091 0.496 -1.750
C: 1.427 0.341 0.961
C: 1.752 -0.846 0.165
C: 2.835 0.143 0.600
C: 0.516 1.075 1.569
H: -3.581 -0.898 -0.257
H: -2.786 0.592 0.289
H: -2.238 -0.991 0.881
H: -1.406 -1.552 -1.482
H: -0.397 0.370 -2.577
H: -1.296 1.518 -1.436
H: 1.462 -0.859 -0.883
H: 1.733 -1.820 0.649
H: 3.269 0.784 -0.164
H: 3.534 -0.172 1.370
H: -0.535 0.794 1.561
H: 0.786 1.986 2.097

Computed properties:
Charge: 0
SMILES: C=C1CC1.C=CC
Orbital gap, eV: 10.586
HOMO energy, eV: -9.426


In order of decreasing stability: <C>, <B>, <A>.


<A>
C7H12 | wB97M-V/def2-TZVPD

Positions of all 19 atoms, in Å:
C: -1.801 1.346 -0.444
C: -1.946 -0.151 -0.711
C: -1.223 -1.027 0.323
C: 0.202 -0.613 0.620
C: 1.054 -0.279 -0.343
C: 2.401 0.258 -0.055
C: 3.261 -0.287 0.806
H: -1.274 1.586 0.473
H: -2.759 1.880 -0.442
H: -1.276 1.897 -1.229
H: -1.715 -0.457 -1.727
H: -3.014 -0.373 -0.631
H: -1.255 -2.074 0.033
H: -1.798 -0.920 1.251
H: 0.580 -0.683 1.633
H: 0.775 -0.271 -1.393
H: 2.661 1.219 -0.490
H: 2.936 -1.234 1.234
H: 4.192 0.184 1.092

Computed properties:
Charge: 0
SMILES: C=C/C=C/CCC
Orbital gap, eV: 10.061
HOMO energy, eV: -8.912


<B>
C7H12 | wB97M-V/def2-TZVPD

Positions of all 19 atoms, in Å:
C: 2.056 -0.683 0.901
C: 1.317 0.436 0.179
C: 0.499 -0.034 -1.057
C: -0.775 0.185 -0.236
C: -2.139 0.529 -0.737
C: -1.887 -0.786 -0.063
C: 0.006 0.879 0.882
H: 2.876 -1.043 0.268
H: 1.391 -1.528 1.125
H: 2.464 -0.303 1.847
H: 2.005 1.258 -0.033
H: 0.609 0.631 -1.925
H: 0.684 -1.070 -1.361
H: -2.277 0.538 -1.814
H: -2.689 1.295 -0.194
H: -1.885 -1.677 -0.688
H: -2.296 -0.927 0.937
H: -0.139 0.457 1.882
H: -0.116 1.970 0.914

Computed properties:
Charge: 0
SMILES: CC1CC2(CC2)C1
Orbital gap, eV: 10.868
HOMO energy, eV: -9.731


In order of decreasing stability: <B>, <A>.


<A>
C7H12 | wB97M-V/def2-TZVPD

Positions of all 19 atoms, in Å:
C: -1.818 0.249 0.575
C: -0.970 -0.531 -0.436
C: -0.233 0.284 -1.469
C: 0.331 1.465 -1.239
C: 1.618 0.436 1.118
C: 1.476 -0.745 0.525
C: 0.164 -1.408 0.200
H: -2.595 0.831 0.065
H: -2.318 -0.444 1.263
H: -1.233 0.943 1.183
H: -1.661 -1.218 -0.948
H: 0.070 -0.280 -2.353
H: 1.121 1.855 -1.874
H: 0.083 2.063 -0.367
H: 2.596 0.857 1.311
H: 0.768 1.038 1.426
H: -0.089 -1.791 1.194
H: 2.361 -1.328 0.282
H: 0.328 -2.274 -0.455

Computed properties:
Charge: 0
SMILES: C=CC[C@@H](C)C=C
Orbital gap, eV: 10.002
HOMO energy, eV: -8.865


<B>
C7H12 | wB97M-V/def2-TZVPD

Positions of all 19 atoms, in Å:
C: -3.178 0.846 -0.050
C: -2.036 0.025 -0.654
C: -0.736 0.152 0.156
C: 0.441 -0.674 -0.399
C: 1.769 -0.498 0.349
C: 3.039 -0.364 0.073
C: 4.291 -0.203 0.437
H: -3.396 0.524 0.975
H: -2.921 1.912 -0.012
H: -4.103 0.750 -0.631
H: -2.341 -1.029 -0.716
H: -1.863 0.354 -1.689
H: -0.934 -0.153 1.192
H: -0.448 1.211 0.191
H: 0.141 -1.734 -0.400
H: 0.572 -0.414 -1.462
H: 2.088 -0.443 1.417
H: 4.695 0.796 0.563
H: 4.920 -1.059 0.660

Computed properties:
Charge: 0
SMILES: C=C=CCCCC
Orbital gap, eV: 10.095
HOMO energy, eV: -9.186


<C>
C7H12 | wB97M-V/def2-TZVPD

Positions of all 19 atoms, in Å:
C: -1.899 0.040 0.755
C: -1.243 -0.566 -0.486
C: 0.055 -0.045 -1.273
C: 0.816 1.126 -0.768
C: 1.262 0.683 0.635
C: 1.029 -0.850 0.717
C: 0.092 -1.248 -0.433
H: -2.772 0.630 0.463
H: -2.276 -0.710 1.474
H: -1.226 0.689 1.324
H: -1.627 -0.258 -1.436
H: 0.020 -0.232 -2.353
H: 1.653 1.307 -1.444
H: 0.214 2.047 -0.754
H: 2.310 0.942 0.797
H: 0.687 1.206 1.403
H: 0.680 -1.155 1.707
H: 1.973 -1.375 0.533
H: 0.252 -2.232 -0.861

Computed properties:
Charge: 0
SMILES: C[C@H]1[C@H]2CCC[C@@H]12
Orbital gap, eV: 9.382
HOMO energy, eV: -8.286


<D>
C7H12 | wB97M-V/def2-TZVPD

Positions of all 19 atoms, in Å:
C: 1.915 -0.642 -0.272
C: 1.127 0.579 -0.686
C: -0.323 0.531 -1.092
C: -1.144 -0.696 -0.712
C: -1.482 -0.524 0.784
C: -0.480 0.486 1.371
C: 0.085 1.252 0.173
H: 2.140 -1.258 -1.151
H: 2.866 -0.347 0.186
H: 1.388 -1.276 0.450
H: 1.722 1.280 -1.272
H: -0.619 1.083 -1.978
H: -2.062 -0.750 -1.306
H: -0.593 -1.624 -0.903
H: -2.486 -0.105 0.867
H: -1.483 -1.475 1.324
H: 0.299 -0.029 1.938
H: -0.960 1.176 2.070
H: 0.089 2.340 0.207

Computed properties:
Charge: 0
SMILES: C[C@H]1[C@H]2CCC[C@@H]12
Orbital gap, eV: 10.842
HOMO energy, eV: -9.693


In order of decreasing stability: <D>, <A>, <C>, <B>.